No. 1
A cluster of 2 separate species, C2H7N2OS in total in a non-equilibrium geometry, computed with the ωB97M-V functional and the def2-TZVPD basis.

Geometry as XYZ:
```
13
Properties=species:S:1:pos:R:3
C 0.236 0.991 -0.427
C 0.075 -0.523 -0.328
N -0.294 1.828 -1.298
N 0.708 -1.083 0.821
O 1.066 1.424 0.485
S -1.673 -1.041 -0.359
H 0.680 -1.160 -1.512
H -0.872 1.618 -2.103
H -0.284 2.791 -1.006
H 1.355 0.416 0.961
H 0.066 -1.494 1.452
H 1.391 -1.926 0.602
H -1.656 -1.946 -1.307
```

Summary:
Maximum force: 6.0 eV Å⁻¹
Total charge: +1
Kohn-Sham gap: 9.355 eV

Atom charges from the natural (NBO) analysis, given in e for atoms 1 to 2: C 0.6616; C -0.2737



No. 2
A cluster of 2 separate species, C5H15N in total in a non-equilibrium geometry, computed with the ωB97M-V functional and the def2-TZVPD basis.

Geometry as XYZ:
```
21
Properties=species:S:1:pos:R:3
C 2.889 -0.676 -2.656
C 4.095 -0.945 -1.755
C 4.694 0.392 -1.074
H 2.233 -0.019 -2.199
H 2.534 -1.616 -3.080
H 3.124 -0.190 -3.594
H 4.898 -1.513 -2.179
H 3.746 -1.727 -1.121
H 5.745 0.232 -0.619
H 4.779 1.233 -1.787
H 3.938 0.483 -0.295
C -4.908 -0.113 1.184
C -4.347 0.405 2.544
N -2.933 0.874 2.473
H -5.886 -0.477 1.347
H -5.248 0.681 0.456
H -4.236 -0.797 0.664
H -5.065 1.129 2.868
H -4.241 -0.274 3.372
H -2.880 1.178 3.423
H -2.932 1.741 2.029
```

Summary:
Maximum force: 3.3 eV Å⁻¹
Kohn-Sham gap: 10.990 eV

Atom charges from the natural (NBO) analysis, given in e for atoms 1 to 2: C -0.6138; C -0.3974



No. 3
A structure of composition C43H56MoN6O2P2S, computed with the ωB97M-V functional and the def2-TZVPD basis.

Geometry as XYZ:
```
111
Properties=species:S:1:pos:R:3
Mo 0.601 -0.287 1.140
C -0.383 -2.219 4.025
P -0.792 -1.934 2.267
C -2.594 -1.656 2.457
C -0.622 -3.616 1.542
C -0.043 -4.662 2.257
C 0.176 -5.895 1.658
C -0.202 -6.102 0.339
C -0.754 -5.058 -0.387
C -0.936 -3.803 0.186
P -1.512 -2.319 -0.734
C -3.276 -2.744 -0.999
C -0.900 -2.554 -2.451
H -1.040 -2.966 4.474
H -0.511 -1.271 4.549
H 0.660 -2.510 4.145
H -3.097 -2.556 2.815
H -3.043 -1.320 1.526
H -2.727 -0.864 3.198
H 0.234 -4.530 3.294
H 0.635 -6.692 2.227
H -0.055 -7.069 -0.125
H -1.019 -5.225 -1.425
H -3.376 -3.666 -1.574
H -3.769 -1.933 -1.536
H -3.775 -2.879 -0.041
H -0.705 -3.593 -2.716
H -0.004 -1.962 -2.629
H -1.664 -2.170 -3.129
C 2.778 -3.586 -0.904
C 3.844 -3.844 -0.044
C 3.956 -3.105 1.113
C 3.015 -2.119 1.414
N 1.990 -1.863 0.565
C 1.889 -2.596 -0.560
C 3.013 -1.284 2.618
C 3.995 -1.394 3.608
C 3.973 -0.560 4.708
C 2.954 0.388 4.823
C 1.970 0.482 3.855
C 1.958 -0.350 2.719
H 2.639 -4.139 -1.822
H 4.567 -4.615 -0.276
H 4.774 -3.283 1.796
H 1.042 -2.371 -1.195
H 4.783 -2.133 3.526
H 4.732 -0.645 5.474
H 2.935 1.052 5.679
H 1.187 1.225 3.983
C 0.982 0.426 -2.848
C 1.279 -0.136 -4.101
C 1.703 -1.480 -4.228
C 1.999 -2.019 -5.463
C 1.875 -1.247 -6.615
C 1.462 0.081 -6.516
C 1.174 0.631 -5.285
H 0.752 1.476 -2.734
H 0.966 -0.158 -1.939
H 1.808 -2.084 -3.334
H 2.332 -3.047 -5.536
H 2.097 -1.676 -7.583
H 1.368 0.684 -7.409
H 0.852 1.663 -5.211
N -0.586 1.342 1.840
C -1.249 2.215 2.197
N -1.997 3.225 2.588
C -2.259 3.380 4.028
C -3.460 4.288 4.195
O -3.253 5.525 3.540
C -3.083 5.342 2.148
C -1.863 4.494 1.853
H -1.384 3.822 4.515
H -2.448 2.399 4.461
H -3.619 4.507 5.249
H -4.358 3.799 3.796
H -2.965 6.331 1.707
H -3.977 4.869 1.722
H -0.952 5.012 2.169
H -1.797 4.272 0.788
O 1.819 1.288 0.191
N 3.140 1.095 0.232
C 3.833 1.650 1.239
C 5.195 1.463 1.328
C 5.845 0.708 0.365
C 5.107 0.167 -0.676
C 3.746 0.378 -0.727
H 3.236 2.209 1.941
H 5.725 1.906 2.159
H 6.913 0.553 0.421
H 5.569 -0.416 -1.459
H 3.092 0.011 -1.502
C -2.247 4.041 -3.602
N -2.011 3.383 -2.326
C -0.743 3.725 -1.710
C -2.749 2.313 -1.909
S -2.088 1.038 -1.038
N -4.061 2.338 -2.260
C -4.829 3.577 -2.280
C -4.880 1.145 -2.143
H -1.350 3.942 -4.219
H -2.458 5.106 -3.481
H -3.074 3.572 -4.124
H -0.742 4.786 -1.444
H 0.084 3.553 -2.403
H -0.579 3.114 -0.827
H -4.192 4.426 -2.058
H -5.607 3.522 -1.514
H -5.313 3.736 -3.245
H -4.291 0.267 -2.385
H -5.712 1.233 -2.842
H -5.275 1.028 -1.129
```

Summary:
Maximum force: 0.4 eV Å⁻¹
Total charge: +1
Kohn-Sham gap (spin up / spin down): 6.658 / 5.379 eV
Spin multiplicity: 4

Atom charges from the Löwdin analysis, given in e for atoms 1 to 2: Mo 1.0512; C -0.2594



No. 4
The molecule C5H9BN2O2 in a non-equilibrium geometry, computed with the ωB97M-V functional and the def2-TZVPD basis.

Geometry as XYZ:
```
19
Properties=species:S:1:pos:R:3
B -2.671 -0.012 0.041
C -0.800 -1.250 -0.856
C 0.258 -1.543 -0.199
C -1.951 -0.759 -1.174
C 1.392 -0.592 -0.140
C 2.143 1.734 -0.360
N 1.398 0.479 -0.728
N 2.428 -1.094 0.608
O -3.556 0.943 -0.334
O -2.211 -0.399 1.302
H -2.292 -0.600 -2.143
H 0.326 -2.597 0.097
H 2.833 1.661 0.527
H 2.731 2.040 -1.229
H 1.325 2.328 -0.011
H 2.076 -1.765 1.325
H 2.975 -0.359 1.014
H -4.149 1.520 0.159
H -2.254 0.264 2.103
```

Summary:
Maximum force: 4.4 eV Å⁻¹
Kohn-Sham gap: 8.862 eV

Atom charges from the natural (NBO) analysis, given in e for atoms 1 to 2: B 1.1116; C 0.2633



No. 5
The molecule C7H14N2O in a non-equilibrium geometry, computed with the ωB97M-V functional and the def2-TZVPD basis.

Geometry as XYZ:
```
24
Properties=species:S:1:pos:R:3
C -1.083 -0.287 -0.034
C -1.401 -0.599 1.433
C -2.191 0.583 -0.634
C 0.335 1.956 0.003
C 1.432 -0.278 -0.087
C 0.324 0.466 -0.074
N -0.998 -1.563 -0.758
C 3.786 -0.149 -0.061
O 1.523 -1.627 -0.092
N 2.683 0.464 -0.038
H 0.608 -1.969 -0.250
H -0.950 -1.408 -1.760
H -1.806 -2.145 -0.563
H -1.422 0.318 2.015
H -0.644 -1.260 1.848
H -2.375 -1.082 1.524
H -3.135 0.034 -0.631
H -2.337 1.495 -0.063
H -1.956 0.848 -1.664
H -0.135 2.402 -0.873
H -0.203 2.301 0.886
H 1.364 2.297 0.064
H 4.694 0.439 -0.105
H 3.887 -1.236 -0.084
```

Summary:
Maximum force: 2.3 eV Å⁻¹
Kohn-Sham gap: 8.882 eV

Atom charges from the natural (NBO) analysis, given in e for atoms 1 to 2: C 0.1073; C -0.6146



No. 6
The molecule C4H8N2S2 in a non-equilibrium geometry, computed with the ωB97M-V functional and the def2-TZVPD basis.

Geometry as XYZ:
```
16
Properties=species:S:1:pos:R:3
C 1.478 -1.347 0.303
C -0.579 0.069 -0.194
C 1.271 1.583 -0.205
C -2.089 -0.078 -0.039
H 2.256 -1.115 -0.439
H 1.529 -2.393 0.497
H 1.598 -0.832 1.243
H -0.536 -1.840 -0.246
H 1.663 1.082 -1.117
H 1.416 2.684 -0.244
H 1.839 1.177 0.673
H -4.125 0.893 0.094
N 0.119 -1.084 -0.220
N -0.145 1.290 -0.098
S -2.875 1.441 0.121
S -2.818 -1.529 -0.128
```

Summary:
Maximum force: 2.7 eV Å⁻¹
Kohn-Sham gap: 8.180 eV

Atom charges from the natural (NBO) analysis, given in e for atoms 1 to 2: C -0.4018; C 0.3519



Values of ΔE to the lowest compared entry with this formula, charge and spin, in order: 33.3, 34.9, 25.8, 44.9, 20.6, 20.9, all in kcal/mol.